Entry 1:
C18H19BrN2O3 in the gas phase, computed with ωB97M-V with the def2-TZVPD basis set.

Its net charge is 0. The calculation puts the relative energy (zero: lowest compared OMol25 entry of this formula, charge and spin) at 0.0000 eV. For the total energy, the calculation gives -3606.6516 a.u. Its LUMO energy is 0.5 eV. Its structure (SMILES) is O=C(CCN1C(=O)[C@@H]2[C@H]3CC[C@H](C3)[C@@H]2C1=O)Nc1ccc(Br)cc1. The calculation puts the HOMO-LUMO gap at 8.78 eV.

Last columns: bonded neighbours and bond lengths (Å).
Cartesian coordinates (Å):
1 O -2.495 -3.533 0.609  C2 1.213
2 C -1.793 -2.666 0.133  O1 1.213, C3 1.530, N17 1.356
3 C -0.310 -2.962 -0.100  C2 1.530, C4 1.530, H25 1.094, H26 1.092
4 C 0.521 -2.048 -1.003  C3 1.530, N5 1.452, H27 1.093, H28 1.094
5 N 1.143 -0.947 -0.289  C4 1.452, C6 1.370, C15 1.390
6 C 0.665 0.337 -0.268  N5 1.370, O7 1.211, C8 1.506
7 O -0.366 0.681 -0.801  C6 1.211
8 C 1.633 1.199 0.501  C6 1.506, C9 1.542, C14 1.533, H29 1.091
9 C 2.369 2.199 -0.412  C8 1.542, C10 1.533, C13 1.529, H30 1.088
10 C 3.242 3.082 0.487  C9 1.533, C11 1.544, H31 1.089, H32 1.089
11 C 4.361 2.121 0.943  C10 1.544, C12 1.533, H33 1.089, H34 1.089
12 C 3.998 0.804 0.247  C11 1.533, C13 1.529, C14 1.541, H35 1.088
13 C 3.418 1.307 -1.076  C9 1.529, C12 1.529, H36 1.089, H37 1.088
14 C 2.745 0.241 0.944  C8 1.533, C12 1.541, C15 1.511, H38 1.091
15 C 2.353 -1.104 0.378  N5 1.390, C14 1.511, O16 1.200
16 O 2.953 -2.141 0.438  C15 1.200
17 N -2.225 -1.428 -0.211  C2 1.356, C18 1.397, H39 1.017
18 C -3.517 -0.908 -0.100  N17 1.397, C19 1.393, C24 1.396
19 C -4.617 -1.659 0.307  C18 1.393, C20 1.382, H40 1.077
20 C -5.866 -1.072 0.383  C19 1.382, C21 1.383, H41 1.079
21 C -6.018 0.263 0.055  C20 1.383, Br22 1.907, C23 1.385
22 Br -7.742 1.070 0.164  C21 1.907
23 C -4.936 1.026 -0.352  C21 1.385, C24 1.380, H42 1.079
24 C -3.690 0.438 -0.428  C18 1.396, C23 1.380, H43 1.080
25 H 0.162 -3.019 0.885  C3 1.094
26 H -0.283 -3.976 -0.505  C3 1.092
27 H -0.072 -1.634 -1.822  C4 1.093
28 H 1.342 -2.637 -1.421  C4 1.094
29 H 1.104 1.708 1.308  C8 1.091
30 H 1.699 2.747 -1.072  C9 1.088
31 H 2.680 3.494 1.323  C10 1.089
32 H 3.648 3.915 -0.086  C10 1.089
33 H 4.398 2.011 2.026  C11 1.089
34 H 5.338 2.467 0.609  C11 1.089
35 H 4.811 0.084 0.186  C12 1.088
36 H 2.996 0.518 -1.698  C13 1.089
37 H 4.139 1.873 -1.661  C13 1.088
38 H 2.886 0.158 2.022  C14 1.091
39 H -1.557 -0.743 -0.554  N17 1.017
40 H -4.492 -2.697 0.564  C19 1.077
41 H -6.718 -1.655 0.698  C20 1.079
42 H -5.067 2.066 -0.605  C23 1.079
43 H -2.838 1.023 -0.743  C24 1.080

Atom charges from the Löwdin analysis, given in e for atoms 1 to 4:
1. O 0.06
2. C -0.46
3. C -0.05
4. C -0.10

Entry 2:
C18H19F2N3O2S in the gas phase at a distorted geometry, computed with ωB97M-V with the def2-TZVPD basis set.

Its net charge is 0. For the total energy, the calculation gives -1609.8952 a.u. Its LUMO energy is 0.6 eV. Its structure (SMILES) is Cc1cnc([C@H]2C[C@H]3[C@@H](C)SC(N)=N[C@@]3(c3ccc(F)cc3F)CO2)o1. The calculation puts the HOMO-LUMO gap at 9.42 eV.

Last columns: bonded neighbours and bond lengths (Å).
Cartesian coordinates (Å):
1 C 1.952 3.637 5.148  C2 1.468, H27 1.096, H28 1.173, H29 1.042
2 C 1.208 3.395 3.905  C1 1.468, C3 1.274, O26 1.387
3 C 0.677 4.216 3.088  C2 1.274, N4 1.368, H30 1.128
4 N 0.145 3.566 2.008  C3 1.368, C5 1.389
5 C 0.276 2.222 2.331  N4 1.389, C6 1.511, O26 1.336
6 C 0.005 1.007 1.475  C5 1.511, C7 1.583, O25 1.459, H31 1.164
7 C -0.777 1.295 0.129  C6 1.583, C8 1.570, H32 1.086, H33 1.098
8 C -0.988 -0.144 -0.461  C7 1.570, C9 1.561, C15 1.507, H34 1.082
9 C -1.967 -0.328 -1.662  C8 1.561, C10 1.527, S11 1.857, H35 1.107
10 C -3.366 0.198 -1.348  C9 1.527, H36 1.122, H37 1.107, H38 1.118
11 S -1.295 0.584 -3.133  C9 1.857, C12 1.835
12 C 0.496 0.520 -2.740  S11 1.835, N13 1.378, N14 1.327
13 N 1.414 1.223 -3.492  C12 1.378, H39 1.052, H40 0.957
14 N 1.066 -0.013 -1.667  C12 1.327, C15 1.443
15 C 0.319 -0.837 -0.747  C8 1.507, N14 1.443, C16 1.525, C24 1.601
16 C 0.241 -2.300 -1.168  C15 1.525, C17 1.376, C22 1.444
17 C 1.276 -2.791 -1.929  C16 1.376, C18 1.423, H41 1.101
18 C 1.189 -4.077 -2.533  C17 1.423, C19 1.424, H42 1.059
19 C 0.046 -4.863 -2.209  C18 1.424, F20 1.385, C21 1.293
20 F -0.055 -6.062 -2.895  C19 1.385
21 C -0.853 -4.484 -1.360  C19 1.293, C22 1.389, H43 1.103
22 C -0.768 -3.241 -0.743  C16 1.444, C21 1.389, F23 1.335
23 F -1.669 -2.937 0.194  C22 1.335
24 C 1.164 -0.857 0.613  C15 1.601, O25 1.466, H44 1.099, H45 1.103
25 O 1.334 0.494 1.157  C6 1.459, C24 1.466
26 O 1.040 2.107 3.421  C2 1.387, C5 1.336
27 H 1.980 4.732 5.191  C1 1.096
28 H 1.529 3.100 6.102  C1 1.173
29 H 2.945 3.320 5.146  C1 1.042
30 H 0.527 5.334 3.069  C3 1.128
31 H -0.574 0.280 2.174  C6 1.164
32 H -1.753 1.682 0.406  C7 1.086
33 H -0.321 2.064 -0.510  C7 1.098
34 H -1.540 -0.671 0.307  C8 1.082
35 H -2.067 -1.402 -1.912  C9 1.107
36 H -3.536 1.307 -1.369  C10 1.122
37 H -4.057 -0.392 -1.980  C10 1.107
38 H -3.498 -0.114 -0.282  C10 1.118
39 H 0.876 1.911 -4.077  N13 1.052
40 H 2.116 1.622 -2.979  N13 0.957
41 H 2.149 -2.160 -2.159  C17 1.101
42 H 1.989 -4.383 -3.156  C18 1.059
43 H -1.739 -5.067 -1.058  C21 1.103
44 H 2.184 -1.175 0.355  C24 1.099
45 H 0.679 -1.518 1.352  C24 1.103

Atom charges from the Löwdin analysis, given in e for atoms 1 to 4:
1. C -0.02
2. C -0.34
3. C -0.14
4. N 0.14

Entry 3:
2 unconnected molecules or ions with the total composition C18H19I2NO3, computed with ωB97M-V with the def2-TZVPD basis set.

Its net charge is 0. For the total energy, the calculation gives -1573.1312 a.u. Its LUMO energy is -1.0 eV. Its structure (SMILES) is C/C(I)=C(\I)C1=CC(=O)c2ccc(C)c(N)c2C1=O.C1CCOC1. The calculation puts the HOMO-LUMO gap at 7.81 eV.

Last columns: bonded neighbours and bond lengths (Å).
Cartesian coordinates (Å):
1 C 7.535 1.794 1.404  C2 1.501, H20 1.089, H21 1.085, H22 1.091
2 C 6.050 2.004 1.448  C1 1.501, I3 2.090, C4 1.325
3 I 5.363 3.105 3.087  C2 2.090
4 C 5.186 1.626 0.518  C2 1.325, I5 2.108, C6 1.472
5 I 5.891 0.698 -1.238  C4 2.108
6 C 3.720 1.755 0.531  C4 1.472, C7 1.336, C18 1.505
7 C 3.073 2.669 -0.199  C6 1.336, C8 1.484, H23 1.083
8 C 1.594 2.770 -0.165  C7 1.484, O9 1.212, C10 1.485
9 O 1.025 3.819 -0.374  C8 1.212
10 C 0.881 1.500 0.127  C8 1.485, C11 1.383, C17 1.400
11 C -0.408 1.294 -0.333  C10 1.383, C12 1.387, H24 1.080
12 C -1.019 0.072 -0.097  C11 1.387, C13 1.390, H25 1.081
13 C -0.375 -0.943 0.600  C12 1.390, C14 1.501, C15 1.405
14 C -1.054 -2.265 0.808  C13 1.501, H26 1.089, H27 1.089, H28 1.089
15 C 0.914 -0.720 1.111  C13 1.405, N16 1.420, C17 1.399
16 N 1.529 -1.781 1.826  C15 1.420, H29 1.010, H30 1.013
17 C 1.538 0.508 0.865  C10 1.400, C15 1.399, C18 1.493
18 C 2.906 0.816 1.380  C6 1.505, C17 1.493, O19 1.210
19 O 3.346 0.348 2.404  C18 1.210
20 H 7.987 2.397 0.617  C1 1.089
21 H 7.991 2.038 2.359  C1 1.085
22 H 7.747 0.743 1.200  C1 1.091
23 H 3.615 3.372 -0.819  C7 1.083
24 H -0.912 2.076 -0.882  C11 1.080
25 H -2.017 -0.092 -0.479  C12 1.081
26 H -1.877 -2.377 0.104  C14 1.089
27 H -0.342 -3.070 0.632  C14 1.089
28 H -1.426 -2.374 1.826  C14 1.089
29 H 2.533 -1.667 1.843  N16 1.010
30 H 1.217 -1.787 2.789  N16 1.013
31 C -5.972 -2.150 -2.415  C32 1.528, C35 1.523, H36 1.089, H37 1.092
32 C -6.518 -1.225 -1.329  C31 1.528, C33 1.523, H38 1.092, H39 1.089
33 C -5.248 -0.854 -0.575  C32 1.523, O34 1.430, H40 1.096, H41 1.090
34 O -4.194 -0.865 -1.542  C33 1.430, C35 1.430
35 C -4.648 -1.477 -2.752  C31 1.523, O34 1.430, H42 1.095, H43 1.090
36 H -6.625 -2.244 -3.280  C31 1.089
37 H -5.798 -3.148 -2.008  C31 1.092
38 H -6.964 -0.337 -1.780  C32 1.092
39 H -7.263 -1.693 -0.688  C32 1.089
40 H -5.020 -1.588 0.206  C33 1.096
41 H -5.294 0.134 -0.117  C33 1.090
42 H -4.779 -0.702 -3.514  C35 1.095
43 H -3.887 -2.177 -3.098  C35 1.090

Atom charges from the Löwdin analysis, given in e for atoms 1 to 4:
1. C -0.21
2. C -0.81
3. I 0.96
4. C -0.74

Entry 4:
C18H19N3O4 in the gas phase at a distorted geometry, computed with ωB97M-V with the def2-TZVPD basis set.

Its net charge is 0. The calculation puts the relative energy (zero: lowest compared OMol25 entry of this formula, charge and spin) at 10.8145 eV. For the total energy, the calculation gives -1162.2630 a.u. Its LUMO energy is -1.0 eV. Its structure (SMILES) is O=[N+]([O-])c1cccc([C@H]([C@H](c2ccccc2)N2CCCC2)[N+](=O)[O-])c1. The calculation puts the HOMO-LUMO gap at 7.32 eV.

Last columns: bonded neighbours and bond lengths (Å).
Cartesian coordinates (Å):
1 O -1.998 2.405 2.234  N2 1.254
2 N -2.415 1.252 1.975  O1 1.254, O3 1.251, C4 1.437
3 O -3.611 0.899 2.086  N2 1.251
4 C -1.464 0.242 1.599  N2 1.437, C5 1.400, C25 1.413
5 C -1.948 -1.038 1.304  C4 1.400, C6 1.403, H26 1.090
6 C -1.116 -2.158 1.458  C5 1.403, C7 1.398, H27 1.111
7 C 0.221 -1.969 1.818  C6 1.398, C8 1.420, H28 1.112
8 C 0.753 -0.682 2.097  C7 1.420, C9 1.537, C25 1.397
9 C 2.107 -0.631 2.824  C8 1.537, C10 1.683, N22 1.494, H29 1.126
10 C 2.047 -0.975 4.470  C9 1.683, C11 1.492, N17 1.372, H30 1.124
11 C 1.541 0.328 4.991  C10 1.492, C12 1.403, C16 1.381
12 C 2.388 1.184 5.709  C11 1.403, C13 1.392, H31 1.098
13 C 1.838 2.244 6.425  C12 1.392, C14 1.401, H32 1.106
14 C 0.457 2.473 6.395  C13 1.401, C15 1.406, H33 1.087
15 C -0.374 1.681 5.584  C14 1.406, C16 1.394, H34 1.082
16 C 0.183 0.574 4.945  C11 1.381, C15 1.394, H35 1.084
17 N 3.061 -1.613 5.140  C10 1.372, C18 1.465, C21 1.464
18 C 3.342 -1.490 6.573  N17 1.465, C19 1.556, H36 1.110, H37 1.106
19 C 4.047 -2.811 6.998  C18 1.556, C20 1.557, H38 1.112, H39 1.107
20 C 4.271 -3.629 5.692  C19 1.557, C21 1.530, H40 1.099, H41 1.101
21 C 3.514 -2.890 4.586  N17 1.464, C20 1.530, H42 1.100, H43 1.103
22 N 2.770 0.705 2.896  C9 1.494, O23 1.268, O24 1.257
23 O 3.896 0.694 3.478  N22 1.268
24 O 2.278 1.722 2.344  N22 1.257
25 C -0.093 0.410 1.897  C4 1.413, C8 1.397, H44 1.083
26 H -3.009 -1.160 1.087  C5 1.090
27 H -1.520 -3.184 1.327  C6 1.111
28 H 0.891 -2.838 1.997  C7 1.112
29 H 2.833 -1.306 2.291  C9 1.126
30 H 1.281 -1.733 4.151  C10 1.124
31 H 3.478 1.070 5.634  C12 1.098
32 H 2.507 2.924 6.985  C13 1.106
33 H 0.006 3.221 7.042  C14 1.087
34 H -1.427 1.893 5.458  C15 1.082
35 H -0.442 -0.043 4.309  C16 1.084
36 H 2.438 -1.355 7.203  C18 1.110
37 H 4.033 -0.653 6.780  C18 1.106
38 H 3.392 -3.381 7.692  C19 1.112
39 H 5.010 -2.619 7.508  C19 1.107
40 H 5.346 -3.665 5.470  C20 1.099
41 H 3.879 -4.646 5.841  C20 1.101
42 H 4.142 -2.731 3.698  C21 1.100
43 H 2.660 -3.497 4.240  C21 1.103
44 H 0.294 1.404 2.088  C25 1.083

Atom charges from the Löwdin analysis, given in e for atoms 1 to 4:
1. O 0.07
2. N -0.31
3. O 0.05
4. C -0.14

Question: Look up the HOMO-LUMO gap of the first one.
Answer: 8.78 eV

Question: HOMO-LUMO gap of number 1 (C18H19BrN2O3)?
Answer: 8.78 eV